Entry 1:
{
  "formula": "C14H15ClN2OS",
  "method": "wB97M-V/def2-TZVPD",
  "symbols": ["C", "H", "H", "H", "C", "C", "H", "H", "H", "H", "C", "C", "O", "N", "C", "N", "C", "C", "S", "H", "H", "H", "C", "C", "C", "C", "C", "C", "H", "H", "Cl", "H", "H", "H"],
  "coordinates": [[1.306, 2.932, 0.531], [1.912, 2.867, -0.369], [1.154, 3.984, 0.763], [1.852, 2.476, 1.355], [-0.039, 2.239, 0.329], [-0.903, 2.382, 1.578], [-1.040, 3.434, 1.816], [-0.427, 1.898, 2.428], [-1.882, 1.933, 1.429], [-0.550, 2.701, -0.520], [0.190, 0.749, -0.005], [0.890, 0.622, -1.341], [0.703, 1.378, -2.267], [1.748, -0.437, -1.542], [2.223, -1.480, -0.797], [3.053, -2.318, -1.322], [3.427, -3.281, -0.448], [2.879, -3.195, 0.787], [1.825, -1.831, 0.878], [3.019, -3.826, 1.640], [4.117, -4.035, -0.778], [2.132, -0.452, -2.485], [-1.115, -0.008, -0.113], [-1.978, 0.229, -1.178], [-3.184, -0.440, -1.275], [-3.534, -1.357, -0.296], [-2.690, -1.605, 0.774], [-1.486, -0.929, 0.859], [-0.834, -1.118, 1.699], [-2.973, -2.317, 1.532], [-5.041, -2.198, -0.410], [-3.849, -0.253, -2.103], [-1.701, 0.940, -1.941], [0.798, 0.315, 0.791]],
  "fmax_ev_per_a": 1.2,
  "relative_energy_kcal_mol": 0.0,
  "smiles": "CC(C)[C@H](C(=O)Nc1nccs1)c1ccc(Cl)cc1",
  "gap_ha": 0.3372
}

***

Entry 2:
{
  "formula": "C34H68Br2O16S8",
  "method": "wB97M-V/def2-TZVPD",
  "symbols": ["C", "C", "C", "S", "O", "O", "C", "H", "H", "H", "H", "H", "H", "H", "H", "C", "C", "C", "S", "O", "O", "C", "H", "H", "H", "H", "H", "H", "H", "H", "C", "C", "C", "S", "O", "O", "C", "H", "H", "H", "H", "H", "H", "H", "H", "C", "C", "C", "S", "O", "O", "C", "H", "H", "H", "H", "H", "H", "H", "H", "C", "C", "C", "S", "O", "O", "C", "H", "H", "H", "H", "H", "H", "H", "H", "C", "C", "C", "S", "O", "O", "C", "H", "H", "H", "H", "H", "H", "H", "H", "C", "C", "C", "S", "O", "O", "C", "H", "H", "H", "H", "H", "H", "H", "H", "C", "C", "C", "S", "O", "O", "C", "H", "H", "H", "H", "H", "H", "H", "H", "Br", "C", "C", "Br", "H", "H", "H", "H"],
  "coordinates": [[34.610, 17.564, 30.386], [33.584, 18.571, 30.870], [33.609, 18.311, 32.384], [33.717, 16.444, 32.549], [32.455, 15.830, 32.900], [34.917, 16.047, 33.359], [34.107, 16.118, 30.760], [35.649, 17.764, 30.650], [34.505, 17.633, 29.304], [32.570, 18.281, 30.597], [33.786, 19.579, 30.509], [32.730, 18.674, 32.916], [34.586, 18.637, 32.744], [33.125, 15.855, 30.366], [34.693, 15.229, 30.530], [36.828, 7.349, 28.243], [36.389, 6.066, 28.965], [37.449, 5.477, 29.941], [39.007, 6.347, 29.399], [40.082, 5.343, 29.148], [39.347, 7.490, 30.245], [38.291, 7.070, 27.826], [36.735, 8.174, 28.949], [36.224, 7.452, 27.342], [35.996, 5.316, 28.279], [35.656, 6.421, 29.689], [37.803, 4.466, 29.740], [37.310, 5.701, 30.998], [38.470, 6.343, 27.034], [38.874, 7.898, 27.423], [44.007, 10.562, 29.777], [42.977, 9.610, 30.340], [42.104, 9.158, 29.126], [42.063, 10.613, 27.889], [40.805, 11.286, 27.973], [42.485, 9.950, 26.685], [43.495, 11.576, 28.705], [44.794, 9.994, 29.281], [44.485, 11.025, 30.640], [42.357, 10.176, 31.034], [43.360, 8.748, 30.887], [41.118, 8.701, 29.212], [42.795, 8.453, 28.664], [42.923, 12.445, 29.030], [44.148, 11.822, 27.868], [40.153, 13.213, 24.800], [40.767, 14.230, 23.846], [42.072, 13.746, 23.130], [41.757, 11.998, 22.784], [43.024, 11.248, 23.065], [41.030, 11.789, 21.512], [40.533, 11.834, 24.206], [39.084, 13.414, 24.725], [40.581, 13.230, 25.802], [40.801, 15.186, 24.368], [40.001, 14.361, 23.081], [42.913, 13.737, 23.824], [42.369, 14.156, 22.165], [40.961, 11.317, 25.065], [39.622, 11.317, 23.903], [33.408, 10.443, 23.087], [34.356, 9.226, 22.466], [35.214, 8.689, 23.536], [35.748, 10.237, 24.436], [36.978, 10.839, 23.883], [35.683, 10.039, 25.893], [34.223, 11.214, 24.047], [32.539, 10.065, 23.626], [33.053, 11.100, 22.294], [34.895, 9.732, 21.666], [33.848, 8.332, 22.104], [36.045, 8.041, 23.257], [34.481, 8.288, 24.236], [34.523, 12.256, 23.936], [33.607, 11.395, 24.927], [32.388, 16.515, 26.592], [33.850, 15.834, 26.494], [33.709, 14.479, 27.293], [32.079, 13.778, 26.627], [31.419, 12.987, 27.646], [32.246, 13.391, 25.221], [31.295, 15.449, 26.607], [32.154, 17.438, 26.062], [32.372, 16.854, 27.627], [34.801, 16.228, 26.852], [34.081, 15.616, 25.452], [33.539, 14.665, 28.353], [34.573, 13.862, 27.046], [30.776, 15.576, 27.557], [30.569, 15.435, 25.795], [36.300, 21.312, 27.443], [37.326, 20.146, 27.410], [36.547, 18.849, 26.994], [34.939, 19.365, 26.031], [33.723, 19.117, 26.721], [35.109, 18.963, 24.606], [35.365, 21.245, 26.142], [36.862, 22.236, 27.580], [35.730, 21.219, 28.368], [37.773, 20.158, 28.404], [38.123, 20.473, 26.742], [36.252, 18.312, 27.896], [37.126, 18.173, 26.365], [34.403, 21.752, 26.058], [35.833, 21.359, 25.164], [40.445, 12.544, 31.034], [39.176, 12.740, 31.783], [39.645, 12.524, 33.232], [41.227, 13.442, 33.523], [41.938, 12.627, 34.533], [40.989, 14.898, 33.608], [41.740, 13.021, 31.758], [40.363, 13.029, 30.062], [40.631, 11.470, 31.027], [38.588, 11.906, 31.400], [38.582, 13.639, 31.617], [39.791, 11.484, 33.523], [38.914, 12.982, 33.898], [42.326, 12.154, 32.065], [42.552, 13.653, 31.398], [37.215, 15.197, 26.635], [37.586, 13.906, 28.241], [37.732, 12.466, 27.693], [37.542, 11.000, 29.098], [36.740, 13.891, 28.929], [38.579, 14.161, 28.609], [38.711, 12.396, 27.219], [37.124, 12.176, 26.836]],
  "total_charge": 1,
  "fmax_ev_per_a": 5.1,
  "relative_energy_kcal_mol": 81.0,
  "spin_multiplicity": 2,
  "gap_ha": [0.2911, 0.0930]
}

***

Entry 3:
{
  "formula": "C3H8N2O2",
  "method": "wB97M-V/def2-TZVPD",
  "symbols": ["N", "C", "O", "N", "C", "C", "O", "H", "H", "H", "H", "H", "H", "H", "H"],
  "coordinates": [[-1.501, -0.029, 2.056], [-1.151, -0.027, 0.663], [-0.835, -1.346, 0.360], [0.010, 0.849, 0.379], [0.017, 1.378, -0.773], [2.002, -0.814, -1.152], [1.108, -1.437, -1.681], [-0.825, -0.624, 2.529], [-1.400, 0.905, 2.439], [-2.016, 0.340, 0.081], [0.853, 2.016, -1.069], [-0.753, 1.188, -1.535], [2.044, -0.652, -0.064], [2.791, -0.336, -1.758], [-0.343, -1.411, -0.475]],
  "fmax_ev_per_a": 0.6,
  "relative_energy_kcal_mol": 62.8,
  "smiles": "C=N[C@H](N)O.C=O",
  "gap_ha": 0.3691
}

***

Entry 4:
{
  "formula": "BrClHP",
  "method": "wB97M-V/def2-TZVPD",
  "symbols": ["P", "Cl", "Br", "H"],
  "coordinates": [[-0.409, -1.011, -0.395], [4.561, -2.742, 1.500], [1.544, -1.657, -1.160], [-0.622, -2.321, -0.181]],
  "fmax_ev_per_a": 1.9,
  "relative_energy_kcal_mol": 73.8,
  "gap_ha": [0.3200, 0.1762]
}

***

Entry 5:
{
  "formula": "C4H13NO2",
  "method": "wB97M-V/def2-TZVPD",
  "symbols": ["C", "C", "C", "N", "C", "H", "H", "H", "H", "H", "H", "H", "H", "H", "H", "H", "O", "H", "H", "O"],
  "coordinates": [[-0.574, -1.845, 0.262], [-1.518, -0.673, 0.188], [-1.293, 0.273, -0.790], [-0.087, 0.651, -1.472], [-2.618, -0.410, 1.073], [-1.329, -2.702, 0.364], [0.303, -1.653, -0.493], [-0.024, -1.841, 1.293], [-2.043, 0.923, -1.058], [-0.224, 1.494, -1.925], [0.354, 0.020, -2.153], [-3.435, -1.083, 1.097], [-2.283, -0.424, 2.128], [-3.101, 0.572, 0.830], [1.431, 1.762, -0.389], [2.861, 2.490, -0.224], [2.252, 2.097, -0.856], [4.515, 0.069, 0.340], [2.966, -0.091, 0.855], [3.846, 0.373, 0.929]],
  "fmax_ev_per_a": 5.0,
  "relative_energy_kcal_mol": 50.7,
  "smiles": "CC(C)=CN.O.O",
  "gap_ha": 0.3192
}

***

Entry 6:
{
  "formula": "C18H15BrINS5SbTc",
  "method": "wB97M-V/def2-TZVPD",
  "symbols": ["Tc", "S", "Sb", "S", "S", "S", "N", "S", "C", "C", "C", "C", "C", "C", "C", "C", "C", "C", "C", "C", "H", "H", "H", "H", "H", "H", "H", "H", "H", "H", "H", "Br", "C", "C", "C", "C", "C", "C", "I", "H", "H", "H", "H"],
  "coordinates": [[0.538, 0.279, 0.072], [-2.975, 4.870, 1.175], [-3.925, 3.086, 0.400], [-0.749, 1.506, -0.934], [-0.226, -0.300, 1.840], [-4.917, 1.324, -0.365], [0.785, -1.303, -0.976], [2.105, -1.697, -2.012], [2.318, -3.429, -1.652], [2.839, -4.226, -2.673], [3.105, -5.557, -2.389], [2.851, -6.066, -1.122], [2.348, -5.246, -0.114], [2.091, -3.909, -0.367], [1.482, -1.641, -3.643], [0.498, -2.534, -4.081], [0.044, -2.419, -5.379], [0.574, -1.438, -6.219], [1.563, -0.566, -5.775], [2.022, -0.656, -4.472], [0.029, -1.985, -1.064], [3.044, -3.829, -3.657], [3.505, -6.195, -3.164], [3.044, -7.111, -0.916], [2.157, -5.652, 0.870], [1.731, -3.268, 0.427], [0.116, -3.314, -3.432], [-0.710, -3.100, -5.750], [0.215, -1.363, -7.237], [1.985, 0.167, -6.449], [2.805, 0.004, -4.117], [5.605, 3.529, 0.902], [4.908, 2.455, 2.259], [5.477, 2.526, 3.533], [4.988, 1.748, 4.564], [3.907, 0.870, 4.340], [3.323, 0.775, 3.093], [3.824, 1.564, 2.064], [3.063, 1.481, 0.131], [6.306, 3.206, 3.684], [5.435, 1.810, 5.548], [3.524, 0.259, 5.148], [2.498, 0.091, 2.947]],
  "total_charge": 4,
  "fmax_ev_per_a": 1.9,
  "relative_energy_kcal_mol": 24.9,
  "gap_ha": [0.1193, 0.1195]
}

***

Entry 7:
{
  "formula": "C32H35N6O4S2V",
  "method": "wB97M-V/def2-TZVPD",
  "symbols": ["V", "C", "C", "C", "N", "C", "C", "C", "C", "C", "C", "C", "N", "C", "C", "C", "N", "C", "C", "C", "C", "C", "C", "C", "N", "C", "C", "H", "H", "H", "H", "H", "H", "H", "H", "H", "H", "H", "H", "H", "H", "H", "H", "H", "H", "H", "H", "H", "H", "H", "H", "H", "H", "C", "C", "C", "C", "C", "C", "C", "S", "O", "O", "N", "C", "C", "O", "O", "H", "H", "H", "H", "H", "H", "H", "H", "H", "S", "C", "N"],
  "coordinates": [[0.035, 0.163, -0.204], [-2.726, -0.267, 2.950], [-1.674, 0.552, 3.693], [-0.398, 0.807, 2.890], [-0.663, 1.211, 1.503], [-1.160, 2.394, 1.268], [-1.334, 3.374, 2.296], [-2.080, 4.526, 2.344], [-2.916, 5.109, 1.391], [-3.026, 4.687, 0.079], [-2.335, 3.701, -0.602], [-1.369, 2.748, -0.171], [-0.638, 2.052, -1.006], [-0.410, 2.521, -2.359], [-0.977, 1.572, -3.405], [-0.387, 0.184, -3.176], [-0.903, -0.384, -1.942], [-1.961, -1.152, -1.926], [-2.785, -1.345, -3.066], [-3.860, -2.184, -3.270], [-4.425, -3.145, -2.445], [-3.995, -3.453, -1.161], [-3.037, -2.866, -0.361], [-2.196, -1.745, -0.587], [-1.443, -1.208, 0.342], [-1.253, -1.915, 1.614], [-2.336, -1.717, 2.678], [-2.960, 0.219, 1.997], [-3.653, -0.254, 3.532], [-1.363, 0.052, 4.614], [-2.128, 1.507, 3.973], [0.229, -0.080, 2.871], [0.226, 1.549, 3.397], [-0.787, 3.152, 3.201], [-2.026, 5.047, 3.296], [-3.502, 5.968, 1.696], [-3.739, 5.235, -0.533], [-2.592, 3.615, -1.650], [0.680, 2.552, -2.489], [-0.771, 3.542, -2.497], [-0.730, 1.934, -4.407], [-2.068, 1.531, -3.321], [0.699, 0.240, -3.069], [-0.544, -0.508, -4.003], [-2.527, -0.726, -3.914], [-4.315, -2.092, -4.253], [-5.246, -3.725, -2.849], [-4.505, -4.290, -0.691], [-2.932, -3.320, 0.612], [-0.284, -1.627, 2.014], [-1.137, -2.984, 1.406], [-1.947, -2.170, 3.596], [-3.235, -2.274, 2.399], [7.205, -1.369, -1.821], [6.043, -0.765, -1.076], [4.952, -0.240, -1.756], [3.868, 0.288, -1.066], [3.874, 0.295, 0.316], [4.952, -0.238, 1.015], [6.030, -0.756, 0.319], [2.468, 0.844, 1.303], [3.012, 1.916, 2.158], [1.572, 1.443, 0.163], [1.034, -1.063, -0.333], [1.685, -2.302, -0.603], [1.538, -2.721, -2.112], [1.157, -3.886, -2.304], [1.860, -1.833, -2.931], [7.098, -1.223, -2.896], [7.273, -2.444, -1.637], [8.153, -0.923, -1.509], [4.929, -0.274, -2.839], [3.001, 0.659, -1.596], [4.924, -0.255, 2.099], [6.869, -1.178, 0.864], [1.288, -3.055, 0.082], [2.753, -2.172, -0.394], [2.132, -2.263, 3.655], [1.198, -1.622, 4.870], [0.540, -1.177, 5.727]],
  "total_charge": -2,
  "fmax_ev_per_a": 0.9,
  "relative_energy_kcal_mol": 0.0,
  "gap_ha": 0.2328
}

***

Entry 8:
{
  "formula": "C4H15NO3",
  "method": "wB97M-V/def2-TZVPD",
  "symbols": ["C", "C", "N", "C", "C", "O", "H", "H", "H", "H", "H", "H", "H", "H", "H", "H", "H", "H", "H", "O", "H", "H", "O"],
  "coordinates": [[0.330, 2.489, -0.013], [1.232, 1.356, -0.509], [0.505, 0.065, -0.459], [1.286, -1.147, -0.674], [0.770, -2.265, 0.277], [-0.060, -3.213, -0.362], [-0.388, 2.742, -0.776], [-0.424, 2.181, 0.734], [0.929, 3.301, 0.386], [1.671, 1.592, -1.493], [2.062, 1.195, 0.169], [-0.377, 0.092, -0.959], [1.195, -1.499, -1.700], [2.414, -0.994, -0.527], [0.300, -1.811, 1.186], [1.579, -2.963, 0.412], [-0.945, -2.859, -0.520], [-3.162, 1.292, -0.655], [-2.660, 0.203, 0.243], [-2.748, 0.421, -0.696], [-0.869, 0.256, 2.592], [-1.054, -0.480, 1.364], [-1.587, 0.045, 1.981]],
  "fmax_ev_per_a": 1.7,
  "relative_energy_kcal_mol": 30.4,
  "smiles": "CCNCCO.O.O",
  "gap_ha": 0.3470
}